Molecular formula: C20H57ClNO9
Method: DFT, ωB97M-V/def2-TZVPD

Net charge   +1
DFT total energy   -1987.88789 a.u.
E_LUMO   -4.065 eV
Kohn-Sham gap   8.047 eV

Structure (XYZ):
```
88
Properties=species:S:1:pos:R:3:forces:R:3
C 3.034 -3.110 -0.271 0.002 -0.073 -0.036
O 4.194 -2.359 -0.520 -0.023 0.007 0.077
C 3.969 -0.953 -0.519 0.017 0.013 -0.083
C 3.649 -0.462 -1.925 0.114 -0.118 -0.040
C 3.421 1.045 -2.063 -0.134 -0.088 -0.091
C 2.224 1.564 -1.265 -0.011 0.066 -0.001
C 0.900 1.033 -1.808 -0.083 0.004 -0.067
C -0.305 1.478 -0.991 -0.032 -0.048 0.156
C -1.699 1.087 -1.500 -0.018 -0.057 -0.158
C -2.312 -0.306 -1.234 0.089 0.193 0.167
C -1.774 -1.139 -0.074 -0.085 -0.029 -0.045
C -0.638 -2.009 -0.646 0.018 0.061 -0.062
C -0.862 -2.057 -2.163 0.031 -0.142 -0.070
N -2.141 -1.292 -2.399 -0.251 -0.007 0.130
Cl -3.524 -2.363 -2.440 0.047 -0.005 -0.123
H 2.653 -2.944 0.746 0.005 0.005 -0.027
H 2.225 -2.881 -0.983 0.085 -0.013 -0.011
H 3.300 -4.162 -0.378 -0.052 0.039 0.026
H 4.894 -0.495 -0.159 -0.088 0.053 0.000
H 3.169 -0.714 0.194 0.070 0.081 -0.010
H 2.779 -1.024 -2.291 0.043 0.072 0.013
H 4.484 -0.762 -2.565 -0.057 0.032 0.019
H 4.326 1.596 -1.796 -0.055 -0.071 0.102
H 3.244 1.262 -3.125 0.066 0.003 0.069
H 2.218 2.659 -1.293 -0.023 -0.060 -0.002
H 2.322 1.287 -0.210 0.011 0.086 -0.033
H 0.778 1.354 -2.852 0.009 -0.043 0.067
H 0.964 -0.054 -1.815 -0.028 -0.131 -0.067
H -0.298 2.572 -0.958 -0.013 -0.045 0.038
H -0.187 1.157 0.051 0.002 0.032 -0.063
H -2.418 1.757 -1.020 0.072 0.031 -0.052
H -1.776 1.311 -2.573 -0.025 0.001 0.067
H -3.390 -0.168 -1.154 0.046 -0.053 -0.049
H -2.586 -1.766 0.303 0.118 0.029 0.060
H -1.432 -0.499 0.736 -0.038 0.029 -0.016
H 0.343 -1.572 -0.454 -0.098 0.010 0.069
H -0.645 -3.001 -0.198 -0.010 -0.002 -0.090
H -0.985 -3.045 -2.602 0.068 0.027 0.094
H -0.091 -1.526 -2.719 0.009 0.038 -0.009
H -2.160 -0.835 -3.311 0.112 0.126 0.041
C -6.698 -2.378 -0.395 -0.027 -0.078 -0.060
O -6.730 -3.348 -1.444 0.202 0.295 0.076
H -7.682 -1.919 -0.352 -0.004 -0.008 -0.014
H -6.479 -2.832 0.574 -0.018 -0.009 0.002
H -5.959 -1.594 -0.582 -0.016 0.032 -0.001
H -5.868 -3.770 -1.463 -0.089 -0.268 0.043
C 3.425 -2.547 -4.869 0.014 -0.030 -0.001
O 2.968 -3.796 -4.370 -0.125 0.079 0.079
H 3.239 -2.535 -5.940 -0.025 -0.039 0.004
H 2.887 -1.715 -4.406 0.025 0.064 -0.084
H 4.496 -2.409 -4.703 -0.001 0.006 -0.002
H 3.206 -3.849 -3.439 0.103 -0.050 -0.009
C -5.870 -0.040 3.034 -0.012 -0.089 0.026
O -5.129 -0.434 1.869 0.275 0.049 -0.089
H -6.510 -0.883 3.287 -0.012 0.010 0.011
H -5.204 0.164 3.875 0.014 -0.006 -0.010
H -6.489 0.837 2.846 -0.001 -0.014 -0.018
H -4.571 0.312 1.629 -0.107 0.132 0.051
C 2.854 2.660 2.929 -0.057 -0.011 -0.017
O 3.407 1.753 1.980 -0.025 0.031 0.000
H 1.781 2.683 2.750 0.000 0.017 0.011
H 3.029 2.332 3.957 0.007 -0.015 -0.002
H 3.246 3.672 2.806 0.009 -0.005 -0.013
H 4.356 1.710 2.122 0.022 -0.023 0.020
C 6.480 4.446 -1.674 -0.004 -0.028 -0.068
O 5.996 3.195 -1.194 -0.018 0.034 0.044
H 6.345 4.438 -2.753 0.008 0.021 0.000
H 5.920 5.287 -1.259 -0.010 -0.009 0.008
H 7.542 4.582 -1.460 0.003 -0.014 0.005
H 6.119 3.171 -0.242 0.027 0.010 0.023
C 4.198 -1.187 3.147 0.073 -0.147 0.019
O 4.882 -2.335 3.613 -0.048 0.009 0.013
H 3.663 -0.766 3.995 0.005 0.027 -0.004
H 4.888 -0.433 2.757 -0.001 0.001 -0.007
H 3.474 -1.435 2.366 -0.023 0.069 -0.005
H 5.371 -2.722 2.881 0.018 -0.006 -0.016
C -1.098 0.436 3.507 0.010 0.061 0.035
O -2.386 0.604 2.925 0.063 -0.026 -0.283
H -0.819 1.398 3.929 0.014 -0.006 0.013
H -1.106 -0.306 4.308 -0.017 -0.005 -0.006
H -0.338 0.153 2.769 -0.032 -0.005 -0.006
H -2.686 -0.241 2.576 -0.115 -0.114 0.248
C -8.699 3.606 2.826 0.051 0.030 -0.007
O -8.049 2.596 3.589 -0.057 -0.013 -0.052
H -7.922 4.125 2.270 -0.016 0.012 -0.007
H -9.415 3.186 2.115 0.003 -0.017 0.003
H -9.212 4.332 3.461 0.006 -0.006 0.014
H -8.716 2.131 4.102 -0.001 -0.002 0.043
```
Forces are in eV/Å.